# 1
Here is C39H35AsN7O9S3V as an isolated structure in a non-equilibrium geometry from OMol25. Energies are from the ωB97M-V functional and the def2-TZVPD basis.

```
95
Properties=species:S:1:pos:R:3:forces:R:3
As 3.026087 0.617124 1.300349 0.2 0.7 0.5
V 0.226640 0.423944 -0.549603 0.5 0.0 -0.1
S 2.944237 -0.134296 -1.718485 2.5 -1.8 0.0
S 1.273211 -2.342319 -0.472100 -1.2 -0.4 0.1
S -1.823548 1.266624 -2.424537 -0.7 -0.1 -0.7
O 1.994107 -1.887792 -2.186615 0.1 0.5 0.0
O -1.444647 -0.139839 -2.761692 0.0 0.2 0.3
O 2.783662 1.453784 2.664580 -0.1 -0.3 0.0
O 1.192296 0.595127 -1.865406 -1.3 0.9 -1.4
O 3.567581 0.278789 -2.924241 -0.5 -0.2 -0.1
O 0.982054 -3.751996 -0.464485 0.1 0.1 -0.2
O 1.643572 0.010569 0.467581 0.5 0.5 1.0
O 4.225248 -1.282457 -1.149735 0.0 0.5 0.0
O 3.650872 1.772850 0.102257 -0.1 -0.1 -0.2
N 0.228768 2.476212 -0.363258 0.0 1.5 0.3
N 0.419344 -3.305348 -7.344667 -0.1 0.0 0.3
N -2.455819 -1.687932 -0.464100 0.0 0.1 0.2
N -0.136784 -1.448377 -0.555164 -0.1 -2.4 -0.3
N -1.208952 -3.050144 -1.935690 0.1 0.0 -0.1
N 0.273517 -1.332033 2.511864 0.0 0.1 0.1
N -1.116573 0.810499 1.125359 -0.6 0.2 0.6
C 0.801622 -2.930550 -6.063970 0.0 0.0 -0.1
C 0.664224 -1.610652 -5.629960 0.0 0.0 0.0
C 1.058723 3.285943 -1.035571 -0.1 -0.2 0.1
C 4.713304 -1.237851 2.559691 0.0 0.1 0.0
C -2.370986 4.069065 -5.290002 0.0 0.1 0.0
C -2.117462 2.085686 -3.983271 0.1 0.2 0.1
C -3.056824 3.968119 -7.711796 0.1 0.0 0.1
C -1.637694 2.056654 1.051154 0.3 -0.1 -0.2
C -0.129016 5.225480 -0.340922 0.0 0.0 0.0
C -3.542860 1.208777 -1.895017 0.1 0.1 0.0
C 0.201022 -3.586764 3.304766 0.0 0.0 0.0
C -0.791414 3.031522 0.314746 0.0 -0.4 0.0
C -1.701491 -0.071846 1.963937 0.1 0.0 0.0
C -1.171644 -3.612312 3.132378 0.0 -0.1 0.0
C 1.006903 -1.243694 -4.338863 0.0 0.2 0.0
C -3.562231 -2.329677 -0.835898 0.0 0.1 0.1
C -3.556017 -3.373212 -1.737956 0.0 0.0 -0.1
C 0.914451 4.658763 -1.046063 0.1 0.1 0.0
C 4.226982 -0.850871 1.314911 -0.2 -0.3 -1.1
C 1.653820 -3.506504 -3.878926 0.2 -0.2 0.0
C -1.807037 -2.486184 2.638262 -0.2 0.0 -0.1
C -2.721498 1.913354 -6.283695 0.0 0.0 0.0
C 5.874563 -3.056480 1.530960 0.0 0.1 0.1
C 4.569503 -1.579019 0.132409 -0.3 0.4 0.5
C -1.044967 -1.360906 2.346702 0.1 0.0 -0.1
C -2.416748 1.294620 -5.079487 0.0 0.0 -0.1
C -3.497205 1.467883 2.398989 0.0 0.0 0.0
C -1.002257 4.392879 0.340137 -0.1 0.2 0.1
C -2.831883 2.412149 1.632964 -0.3 0.1 0.1
C -1.319837 -2.103249 -1.016160 0.3 0.0 0.1
C 1.299876 -3.873704 -5.161651 0.0 -0.2 -0.1
C -2.896759 0.244965 2.604977 -0.1 0.1 0.1
C 5.552421 -2.327301 2.672590 0.1 -0.2 0.0
C 1.507799 -2.193657 -3.469841 0.2 0.0 0.2
C -2.716021 3.303876 -6.402884 0.0 0.0 -0.1
C 0.879493 -2.423374 2.971464 -0.1 0.1 0.0
C 5.383641 -2.700469 0.288405 0.0 0.0 -0.1
C -2.321893 -3.677521 -2.293002 0.2 0.0 0.0
C -2.069711 3.468445 -4.078029 0.0 0.0 0.1
H -1.821185 4.809306 0.909327 0.0 0.0 0.0
H -3.604080 3.290836 -8.365987 0.0 0.0 0.0
H -3.660793 4.862134 -7.553236 0.0 0.0 0.0
H -2.407005 0.213279 -4.978221 0.0 0.1 0.0
H 0.736053 -4.442151 3.695722 0.0 0.0 0.0
H -2.146497 4.275196 -8.233062 0.0 0.0 0.0
H -0.260638 6.298960 -0.317247 0.0 0.0 0.0
H -3.903348 2.232157 -1.763665 0.0 -0.1 0.0
H -2.210721 -4.445056 -3.053599 0.0 0.0 0.1
H 1.954817 -2.349743 3.095671 0.0 0.0 0.0
H 1.430306 -4.902470 -5.483384 0.0 0.1 0.1
H 2.059120 -4.234189 -3.185482 0.0 0.0 -0.1
H 4.434507 -0.652912 3.427713 0.0 0.0 0.0
H -4.456636 -3.906667 -2.007651 0.0 0.1 0.0
H 4.094870 2.486181 0.580436 0.0 0.0 0.0
H -2.339290 5.150135 -5.374357 0.0 -0.1 0.0
H -4.489414 -1.985943 -0.380679 0.1 0.0 0.0
H 1.847493 2.811937 -1.592392 0.1 -0.1 0.0
H -2.973359 1.304545 -7.145021 0.0 0.0 0.0
H 6.537559 -3.910049 1.609959 -0.1 0.0 0.0
H -2.875399 -2.495709 2.463225 0.0 0.0 0.0
H -1.745353 -4.492966 3.391294 0.0 0.0 -0.1
H -3.241633 3.403103 1.494621 0.0 -0.1 0.0
H 0.296452 -0.856347 -6.319522 0.0 0.0 0.1
H -4.100836 0.692854 -2.676152 0.0 0.0 0.0
H 0.302691 -2.578739 -8.026614 0.1 0.0 -0.1
H 5.943383 -2.618524 3.639227 0.0 0.0 -0.1
H -4.443238 1.702834 2.871319 0.1 0.0 0.0
H -3.576955 0.652353 -0.958752 0.0 0.0 0.0
H 1.623410 5.264505 -1.592255 0.0 0.0 0.0
H 5.635509 -3.269085 -0.599361 0.0 0.1 0.1
H -1.808119 4.072105 -3.212623 0.0 0.0 -0.1
H 0.774857 -4.172809 -7.703411 0.1 0.0 0.0
H 0.915401 -0.215129 -4.031908 -0.1 0.0 0.0
H -3.329317 -0.460750 3.297497 0.0 0.0 0.0
```
Forces are in eV/Å.

Gap between HOMO and LUMO (spin up / spin down): 5.950 / 5.946 eV
Calculated total energy: -188894.145 eV
2S+1: 2
ΔE to the lowest compared entry with this formula, charge and spin: 437.8 kJ/mol
Charge: +1
HOMO (spin up / spin down): -9.51 / -9.52 eV
⟨S²⟩: 0.764

# 2
Here is C19H18IrN2O4S as an isolated structure from OMol25. Energies are from the ωB97M-V functional and the def2-TZVPD basis.

```
45
Properties=species:S:1:pos:R:3:forces:R:3
Ir 0.180805 -1.019346 -0.193606 -0.1 0.3 -0.8
S 2.521114 -0.338336 -0.462483 0.0 -0.1 0.4
O -0.528111 0.054086 3.199424 0.0 0.0 0.0
O -0.187546 0.879139 -1.171915 -0.2 0.0 0.2
O 0.670830 -2.796684 -1.341081 0.0 0.0 0.2
O 0.487295 -2.776394 0.819896 0.1 -0.3 -0.2
N -0.371827 0.530227 0.971120 0.0 0.2 0.0
N -1.011307 2.630812 0.108697 0.1 -0.1 -0.1
C -1.328386 3.023462 1.388271 0.0 0.0 0.1
C 3.458838 -0.745648 0.970642 0.0 0.0 0.0
C 0.756721 -3.407851 -0.245338 -0.1 0.1 0.0
C -3.317341 0.256244 -1.448328 0.0 0.0 0.0
C 2.874563 -0.950874 2.226701 0.0 0.0 0.0
C 5.626581 -1.164311 1.987026 0.0 0.0 0.0
C -3.489713 0.565002 -3.829884 0.0 0.0 0.0
C -3.832685 0.942298 -2.538861 0.0 0.0 0.0
C -2.114679 -1.195243 -2.920006 0.0 0.1 0.0
C -2.447058 -0.826613 -1.610927 -0.2 0.0 0.0
C 3.651720 -1.266703 3.330848 0.0 0.0 0.0
C 4.852776 -0.857044 0.879063 0.0 0.0 0.0
C 5.032971 -1.374852 3.225921 0.0 0.0 0.0
C -1.254823 3.480650 -1.044352 0.0 0.0 0.0
C -2.623500 -0.508986 -4.009036 0.0 0.0 0.0
C -1.176921 2.211139 2.444529 0.0 0.0 0.0
C -1.876572 -1.533763 -0.447409 0.8 -0.1 0.4
C -0.518745 1.368516 -0.056637 0.1 0.0 0.0
C -0.671281 0.838447 2.278769 0.0 0.1 0.0
H -2.321440 3.683626 -1.149220 0.0 0.0 0.0
H -0.910406 2.953231 -1.928716 0.0 0.0 0.0
H 3.165094 -1.429911 4.285944 0.0 0.0 0.0
H -2.335992 -0.807484 -5.010749 0.0 0.0 0.0
H -2.422625 -1.319695 0.473206 -0.1 -0.1 0.0
H -1.702408 4.035358 1.475389 0.0 0.0 0.0
H -1.425460 2.537919 3.442406 0.0 0.0 0.0
H -3.888291 1.099392 -4.683695 0.0 0.0 0.0
H -0.709177 4.419624 -0.943941 0.0 0.0 0.0
H 1.057451 -4.458834 -0.191116 0.0 0.0 0.0
H 5.635478 -1.621997 4.091840 0.0 0.0 0.0
H -1.418334 -2.013827 -3.065064 0.0 0.0 0.0
H 5.320962 -0.704397 -0.086558 0.0 0.0 0.0
H -1.812512 -2.610816 -0.613913 -0.3 -0.1 0.0
H 1.800199 -0.867734 2.334548 0.0 0.0 0.0
H -3.587854 0.560162 -0.441107 0.0 0.0 0.0
H 6.703174 -1.245736 1.880841 0.0 0.0 0.0
H -4.511579 1.773745 -2.381141 0.0 0.0 0.0
```
Forces are in eV/Å.

Gap between HOMO and LUMO: 6.375 eV
Calculated total energy: -44843.191 eV
ΔE to the lowest compared entry with this formula, charge and spin: 41.6 kJ/mol
Charge: -1
HOMO: -3.68 eV

# 3
Here is one molecule with the formula C3H6N4O2 in a non-equilibrium geometry from OMol25. Energies are from the ωB97M-V functional and the def2-TZVPD basis.

```
15
Properties=species:S:1:pos:R:3:forces:R:3
O -2.727058 0.188953 -0.324119 -1.2 -0.5 0.2
O -1.860270 -1.388157 0.879790 0.4 -1.1 0.6
N -1.792792 -0.432355 0.167396 -2.0 2.7 -1.3
N 0.660021 1.914593 0.301486 0.7 2.3 -0.4
N -0.639610 0.101109 -0.227302 2.9 0.2 0.7
N 1.196720 1.008749 0.907929 -0.7 -0.8 0.6
C 1.452246 -1.176353 -0.120662 -0.5 -0.3 0.5
C 0.511619 -0.244091 0.600929 0.5 -0.6 -0.5
C -0.406371 1.540128 -0.568205 -0.5 -2.3 -2.0
H 0.002223 1.393413 -1.644044 -0.7 1.4 1.6
H 2.052526 -1.789257 0.530194 0.4 0.1 0.3
H 0.753428 -1.825145 -0.575190 -0.4 -1.2 -0.8
H -1.301424 2.157378 -0.474603 0.2 -0.1 -0.2
H 2.033597 -0.717539 -0.891154 0.4 0.5 -0.3
H 0.065147 -0.731429 1.437551 0.4 -0.3 1.2
```
Forces are in eV/Å.

Gap between HOMO and LUMO: 10.532 eV
Calculated total energy: -13258.445 eV
ΔE to the lowest compared entry with this formula, charge and spin: 561.9 kJ/mol
Charge: 0
HOMO: -10.19 eV

# 4
Here is C20H23CrN6O2S2 as an isolated structure from OMol25. Energies are from the ωB97M-V functional and the def2-TZVPD basis.

```
54
Properties=species:S:1:pos:R:3:forces:R:3
Cr 0.474025 -2.053666 0.129479 0.0 0.0 -0.1
S 0.569322 -1.991323 2.386405 0.0 0.0 0.0
S -1.792540 -2.419065 0.732342 0.1 0.0 0.0
O 0.309642 -0.178320 -0.215892 0.0 -0.1 0.1
O 0.834035 -3.542822 -0.887942 0.0 0.0 0.1
N -3.724378 0.519332 -1.955620 -0.1 -0.2 -0.1
N -4.309239 -0.264428 2.515995 0.0 0.0 0.1
N -1.727285 1.671656 -0.256467 -0.1 0.1 -0.1
N -0.691494 0.513233 4.844186 0.0 0.0 0.0
N 2.389608 -1.479524 -0.232024 0.0 0.0 0.0
N 2.596554 -0.116001 -0.018885 0.0 0.0 0.0
C 1.302153 4.239142 -0.000794 0.0 0.0 0.0
C 1.453782 0.459085 0.028491 0.1 0.0 0.0
C -1.626686 1.831293 -1.738233 0.0 0.0 0.0
C -1.847497 -0.856265 2.992538 0.0 0.0 0.0
C -2.356401 0.667765 -2.401502 0.0 0.0 0.0
C -1.140818 -1.715088 2.171253 0.0 0.0 0.0
C 1.296788 1.876666 0.442676 0.0 0.0 0.0
C -3.216337 -0.556892 2.739709 0.0 -0.1 0.1
C 1.978888 -4.144070 -1.107205 0.0 0.0 0.0
C 1.847080 -5.586522 -1.504744 0.0 0.0 0.0
C 4.755522 -1.559701 -0.808032 0.0 0.0 0.0
C -3.841812 0.442151 -0.510674 0.0 0.1 0.0
C 0.711219 4.474133 1.233150 0.0 0.0 0.0
C 0.724063 2.113419 1.693949 0.0 0.0 0.0
C -3.149084 1.593253 0.206089 0.0 0.0 0.0
C 3.400302 -2.178397 -0.646039 0.0 0.0 0.0
C 3.202446 -3.552339 -0.986853 0.0 0.0 0.0
C 0.434077 3.410907 2.087922 0.0 0.0 0.0
C 1.601001 2.939655 -0.396111 0.0 0.0 0.0
C -1.209680 -0.130270 4.040457 0.0 0.0 0.0
H 5.010346 -0.970693 0.071132 0.0 0.0 0.0
H 2.064821 2.747504 -1.355914 0.0 0.0 0.0
H -1.237479 2.433519 0.217877 0.0 0.0 0.0
H 0.511967 1.280625 2.356075 0.0 0.0 0.0
H 2.634382 -5.881682 -2.196322 0.0 0.0 0.0
H 4.075297 -4.140655 -1.230056 0.0 0.0 0.0
H 1.919768 -6.218320 -0.617480 0.0 0.0 0.0
H 0.483193 5.487211 1.538135 0.0 0.0 0.0
H -3.607917 2.552706 -0.040029 0.0 0.0 0.0
H 5.505736 -2.328562 -0.976371 0.0 0.0 0.0
H -0.568792 1.854196 -1.993367 0.0 0.0 0.0
H -3.151548 1.453960 1.284650 0.0 0.0 -0.1
H -4.350385 1.191346 -2.375334 0.0 0.1 0.1
H -1.811902 -0.256174 -2.179685 0.0 0.0 0.0
H 4.754727 -0.875675 -1.657879 0.0 0.0 0.0
H -4.888882 0.425214 -0.214895 0.0 0.0 0.0
H -1.180479 0.821273 -0.011640 0.0 -0.1 0.0
H -3.404009 -0.500178 -0.170353 0.0 0.1 0.0
H -2.332400 0.807661 -3.481920 0.0 0.0 0.0
H 0.000647 3.585548 3.064378 0.0 0.0 0.0
H -2.083471 2.788761 -1.993189 0.0 0.0 0.0
H 0.873508 -5.753260 -1.959824 0.0 0.0 0.0
H 1.535627 5.068677 -0.655639 0.0 0.0 0.0
```
Forces are in eV/Å.

Gap between HOMO and LUMO (spin up / spin down): 7.855 / 7.964 eV
Calculated total energy: -84240.958 eV
2S+1: 2
ΔE to the lowest compared entry with this formula, charge and spin: 0.0 kJ/mol
Charge: 0
HOMO (spin up / spin down): -7.91 / -7.81 eV
⟨S²⟩: 1.091

# 5
Here is C3H5N3O as an isolated structure in a non-equilibrium geometry from OMol25. Energies are from the ωB97M-V functional and the def2-TZVPD basis.

```
12
Properties=species:S:1:pos:R:3:forces:R:3
O -2.905287 0.708479 -0.055634 -0.1 0.1 -0.2
N 0.755855 -0.734213 0.440966 0.6 0.0 -0.1
N 2.766322 0.375807 -0.336579 0.0 -0.3 0.1
N 0.203634 1.447394 -0.541930 -0.6 -0.8 0.4
C -1.788711 -0.086358 0.207785 0.2 -0.2 0.1
C 1.984824 -0.482408 0.173366 -0.4 0.4 -0.1
C -0.509963 0.614784 -0.123612 0.5 0.7 -0.4
H -1.778893 -0.310717 1.275959 0.0 0.0 -0.1
H -1.781953 -1.039265 -0.337101 0.0 0.2 0.1
H 3.745383 0.109802 -0.335976 -0.1 0.0 0.0
H -2.938636 0.891314 -1.003648 -0.1 0.0 0.2
H 2.247422 -1.494620 0.636408 0.0 -0.1 0.0
```
Forces are in eV/Å.

Gap between HOMO and LUMO (spin up / spin down): 7.831 / 7.832 eV
Calculated total energy: -9704.793 eV
ΔE to the lowest compared entry with this formula, charge and spin: 558.8 kJ/mol
Charge: 0
HOMO (spin up / spin down): -9.38 / -9.38 eV

# 6
Here is C3H3N3 as an isolated structure in a non-equilibrium geometry from OMol25. Energies are from the ωB97M-V functional and the def2-TZVPD basis.

```
9
Properties=species:S:1:pos:R:3:forces:R:3
N -0.487854 -2.429406 0.243521 -0.7 0.7 -1.4
N -0.337815 2.526177 -1.369947 0.0 -1.2 0.7
N 0.852294 0.049519 0.631676 -0.1 0.0 0.1
C -0.737693 -1.591417 -0.539560 0.8 0.2 0.9
C -0.338702 1.519802 -0.797298 -0.1 0.2 -0.9
C -0.320260 0.292558 0.004007 0.0 -0.6 -0.1
H 0.858911 -0.898569 0.992493 0.4 0.3 0.3
H -1.234951 0.114383 0.534720 0.0 0.4 0.4
H 1.722239 0.388950 0.244801 -0.2 0.0 -0.1
```
Forces are in eV/Å.

Gap between HOMO and LUMO: 9.222 eV
Calculated total energy: -7626.329 eV
ΔE to the lowest compared entry with this formula, charge and spin: 310.8 kJ/mol
Charge: 0
HOMO: -10.75 eV

# 7
Here is one molecule with the formula C13H20Cl2N2 from OMol25. Energies are from the ωB97M-V functional and the def2-TZVPD basis.

```
37
Properties=species:S:1:pos:R:3:forces:R:3
Cl -3.347251 -2.063174 0.527868 0.0 -0.1 0.1
Cl -4.780432 0.163584 -1.154558 -0.1 0.1 -0.1
N 5.504791 -0.613925 -0.485245 0.0 0.1 -0.1
N 1.830710 -0.071045 0.198620 0.0 0.0 0.0
C 1.596629 1.286100 0.653071 -0.2 -0.1 0.4
C -0.897183 1.057474 0.969951 -0.2 -0.1 0.1
C 0.409951 1.347944 1.639417 0.3 0.2 -0.3
C 1.263164 -0.354614 -1.100235 0.0 0.0 0.0
C -3.297246 0.500271 -0.341056 0.1 -0.1 0.1
C -2.660860 -0.485891 0.406148 -0.1 0.1 -0.1
C 6.191453 -0.550056 0.788093 -0.1 -0.1 0.0
C -1.470594 -0.204602 1.055971 0.0 0.1 0.0
C 6.375312 -0.179668 -1.558759 0.0 -0.1 0.0
C 4.259501 0.133642 -0.480661 -0.2 -0.2 0.1
C 3.183768 -0.552730 0.382057 0.2 0.1 -0.1
C -2.732075 1.763234 -0.428462 0.0 -0.1 0.0
C -1.544072 2.036196 0.222559 0.0 -0.1 0.0
H 4.410588 1.175965 -0.142408 0.0 0.0 -0.1
H -0.981478 -0.981555 1.621607 0.0 -0.1 0.1
H 0.187211 -0.192374 -1.060426 0.0 0.0 -0.1
H 1.672458 0.273639 -1.906304 0.0 0.0 0.0
H 7.110770 -1.129969 0.722934 0.0 0.0 0.1
H 1.447260 -1.398628 -1.346376 0.0 -0.1 -0.1
H 3.422614 -0.439901 1.442336 0.1 -0.1 0.0
H 6.448853 0.481937 1.078712 0.0 0.0 0.0
H 3.195989 -1.619422 0.145286 0.1 0.0 0.1
H -1.114763 3.024169 0.149040 0.1 0.1 0.0
H 7.270236 -0.800241 -1.562876 0.1 0.0 -0.1
H -3.230724 2.524660 -1.007142 -0.1 0.1 -0.1
H 5.567116 -0.986998 1.563732 0.0 0.0 0.1
H 1.402415 1.964495 -0.188634 0.1 0.0 0.0
H 5.863341 -0.306667 -2.511603 0.0 0.0 -0.1
H 3.899173 0.165707 -1.511358 0.0 0.1 0.0
H 2.479536 1.652458 1.181802 0.0 0.0 -0.1
H 0.383168 2.348016 2.076187 0.0 0.0 0.1
H 0.590916 0.621820 2.431138 0.0 0.0 0.1
H 6.681483 0.874603 -1.462083 0.0 0.0 0.0
```
Forces are in eV/Å.

Gap between HOMO and LUMO: 9.038 eV
Calculated total energy: -41830.199 eV
ΔE to the lowest compared entry with this formula, charge and spin: 3.1 kJ/mol
Charge: 0
HOMO: -8.24 eV